[1]
Density functional theory data (wB97M-V/def2-TZVPD) for 2 unconnected molecules or ions with the total composition C5H4N2 at a distorted geometry.

## Properties
Energy above the lowest of the compared OMol25 structures with the same formula, charge and spin in kcal/mol: 179.7
HOMO (alpha / beta) in eV: -9.104 / -9.104
Net charge: 0

Last column: Löwdin charge in e.
Element x y z (Å)
1 C -2.34 2.01 0.49  0.0164
2 C -1.31 1.24 0.41  -0.2038
3 C -0.28 0.29 0.16  -0.3428
4 C 1.05 0.55 0.27  -0.0549
5 N 1.68 -0.60 -0.06  -0.0279
6 N 0.86 -1.59 -0.41  0.0417
7 C -0.35 -1.07 -0.28  -0.1394
8 H -2.44 0.28 -1.06  0.3182
9 H 1.57 1.44 0.57  0.1313
10 H 2.67 -0.75 -0.03  0.1491
11 H -1.12 -1.81 -0.07  0.1120


[2]
Density functional theory data (wB97M-V/def2-TZVPD) for 4 unconnected molecules or ions with the total composition C17H31B2FN4O3Si at a distorted geometry.

## Properties
SMILES string: CN(C)B(O)[Si@H](CCF)CB(O)O.c1cc[nH]c1.c1cc[nH]c1.c1cc[nH]c1
HOMO in eV: -8.085
Net charge: 0

Last column: Löwdin charge in e.
Element x y z (Å)
1 C -0.46 0.39 0.55  -0.0831
2 N -1.42 1.52 0.57  -0.1274
3 C -1.20 2.28 -0.67  -0.1363
4 B -2.82 1.09 0.74  -0.5554
5 O -3.18 0.42 1.95  0.0474
6 Si -4.29 1.39 -0.55  0.7232
7 C -4.82 3.23 -0.36  -0.2491
8 C -5.66 3.42 0.98  -0.2509
9 F -6.99 3.61 0.62  -0.0705
10 C -5.73 0.17 -0.35  -0.1767
11 B -5.27 -1.34 -0.02  -0.6485
12 O -5.59 -1.86 1.26  0.1046
13 O -4.55 -2.06 -0.98  0.1355
14 H -0.79 -0.52 1.08  0.0757
15 H 0.51 0.79 0.95  0.0968
16 H -0.27 0.12 -0.52  0.0844
17 H -1.77 3.24 -0.69  0.0798
18 H -0.12 2.58 -0.68  0.0923
19 H -1.34 1.68 -1.60  0.0843
20 H -2.59 -0.31 2.16  0.0698
21 H -3.73 1.21 -1.91  0.0006
22 H -3.95 3.91 -0.26  0.0642
23 H -5.44 3.54 -1.24  0.0803
24 H -5.27 4.30 1.54  0.1156
25 H -5.52 2.53 1.64  0.0996
26 H -6.44 0.59 0.40  0.0787
27 H -6.31 0.13 -1.31  0.0844
28 H -5.07 -1.39 1.92  0.0797
29 H -4.41 -1.52 -1.77  0.0842
30 C 2.26 -1.43 3.57  -0.1117
31 C 2.41 -2.83 3.69  -0.1142
32 C 1.16 -3.38 3.72  -0.1394
33 N 0.25 -2.36 3.62  0.0027
34 C 0.91 -1.17 3.53  -0.1553
35 H 3.04 -0.69 3.51  0.0906
36 H 3.34 -3.38 3.74  0.0894
37 H 0.83 -4.41 3.80  0.1060
38 H -0.75 -2.47 3.63  0.1398
39 H 0.37 -0.24 3.44  0.1018
40 C 2.30 -0.65 -2.12  -0.1409
41 C 2.58 0.74 -2.09  -0.1382
42 C 2.45 1.22 -3.37  -0.1339
43 N 2.11 0.17 -4.17  0.0097
44 C 2.01 -0.97 -3.43  -0.1326
45 H 2.31 -1.33 -1.29  0.0937
46 H 2.84 1.32 -1.22  0.0963
47 H 2.58 2.21 -3.77  0.1075
48 H 1.95 0.23 -5.16  0.1446
49 H 1.74 -1.91 -3.88  0.1080
50 C 7.17 -0.56 -1.86  -0.1112
51 C 7.97 -1.21 -0.88  -0.1183
52 C 7.12 -1.80 0.02  -0.1470
53 N 5.84 -1.53 -0.38  0.0063
54 C 5.86 -0.78 -1.52  -0.1336
55 H 7.52 0.00 -2.71  0.0881
56 H 9.05 -1.24 -0.84  0.0877
57 H 7.32 -2.39 0.90  0.1023
58 H 5.01 -1.83 0.10  0.1385
59 H 4.94 -0.46 -1.99  0.0802


[3]
Density functional theory data (wB97M-V/def2-TZVPD) for 2 unconnected molecules or ions with the total composition C6H12O at a distorted geometry.

## Properties
SMILES string: C=C/C=C/CC.O
Energy above the lowest of the compared OMol25 structures with the same formula, charge and spin in kcal/mol: 52.4
HOMO in eV: -8.511
Net charge: 0

Last column: Löwdin charge in e.
Element x y z (Å)
1 C -1.11 -2.94 0.93  -0.0011
2 C -1.14 -1.60 0.83  -0.1875
3 C -0.24 -0.86 -0.09  -0.1349
4 C -0.58 0.23 -0.78  -0.1234
5 C 0.41 1.16 -1.44  -0.2406
6 C -0.24 2.01 -2.55  -0.1251
7 H -0.40 -3.45 0.31  0.0533
8 H -1.77 -3.38 1.67  0.0497
9 H -2.04 -1.11 1.21  0.0949
10 H 0.79 -1.12 0.12  0.1075
11 H -1.62 0.34 -1.08  0.1055
12 H 0.98 1.85 -0.83  0.1019
13 H 1.04 0.42 -1.96  0.1087
14 H -0.51 3.01 -2.21  0.0648
15 H -1.14 1.56 -2.95  0.0623
16 H 0.43 2.19 -3.40  0.0649
17 O 2.14 1.06 2.64  -0.0785
18 H 1.40 1.64 2.90  0.0390
19 H 2.90 1.57 2.97  0.0387


[4]
Density functional theory data (wB97M-V/def2-TZVPD) for a molecular structure, C28H20Br4F3O2PV at a distorted geometry.

## Properties
HOMO in eV: -11.476
Net charge: +1

Last column: Löwdin charge in e.
Element x y z (Å)
1 V 0.18 0.64 -1.76  0.9364
2 C -0.18 -2.15 3.07  -0.0298
3 C -1.32 -1.23 2.71  -0.2602
4 C -2.31 -0.98 3.66  -0.0238
5 C -3.38 -0.14 3.41  -0.0426
6 C -3.50 0.48 2.17  -0.0552
7 C -2.54 0.25 1.21  -0.0828
8 C -1.46 -0.60 1.47  -0.3206
9 P -0.30 -0.82 0.13  1.1343
10 C 1.44 -0.66 0.67  -0.2932
11 C 2.39 -1.58 0.20  -0.0745
12 C 3.71 -1.50 0.58  -0.0537
13 C 4.11 -0.49 1.44  -0.0376
14 C 3.18 0.42 1.92  -0.0230
15 C 1.83 0.36 1.56  -0.2515
16 C 0.91 1.36 2.21  -0.0552
17 C -0.51 -2.44 -0.59  -0.3024
18 C -1.09 -3.56 -0.01  -0.0447
19 C -1.06 -4.76 -0.70  -0.0428
20 C -0.45 -4.85 -1.94  -0.0384
21 C 0.11 -3.72 -2.53  -0.0083
22 C 0.05 -2.51 -1.87  -0.3092
23 C 0.54 -1.22 -2.44  -0.1404
24 H -0.50 -2.84 3.86  0.0922
25 H 0.67 -1.59 3.45  0.0913
26 H 0.17 -2.75 2.23  0.0637
27 H -2.23 -1.47 4.63  0.1216
28 H -4.12 0.03 4.17  0.1158
29 H -4.34 1.13 1.96  0.1142
30 H -2.62 0.74 0.24  0.1052
31 H 2.09 -2.38 -0.47  0.1076
32 H 4.42 -2.22 0.20  0.1159
33 H 5.14 -0.41 1.75  0.1176
34 H 3.49 1.20 2.60  0.1256
35 H 1.41 2.32 2.28  0.0617
36 H 0.66 1.03 3.22  0.1006
37 H -0.03 1.52 1.68  0.0411
38 H -1.55 -3.50 0.97  0.1115
39 H -1.51 -5.64 -0.26  0.1164
40 H -0.42 -5.79 -2.47  0.1170
41 H 0.56 -3.78 -3.52  0.1262
42 H -0.30 -0.73 -3.05  0.1069
43 H 1.40 -1.30 -3.10  0.1058
44 Br -1.20 7.19 -0.88  0.7874
45 C -1.09 5.45 -1.56  -0.7273
46 C -1.56 5.17 -2.86  -0.7279
47 Br -2.30 6.52 -3.92  0.7909
48 C -1.48 3.87 -3.37  -0.6493
49 Br -2.05 3.38 -5.08  0.8520
50 C -0.96 2.89 -2.56  -0.3283
51 O -0.75 1.58 -2.95  -0.1563
52 C -0.49 3.16 -1.29  -0.3284
53 O 0.08 2.06 -0.66  -0.2039
54 C -0.54 4.44 -0.77  -0.6321
55 Br 0.14 4.73 0.96  0.8627
56 F 3.05 0.94 -1.58  0.1391
57 C 2.05 1.33 -2.36  -0.5654
58 F 2.24 0.80 -3.59  0.1019
59 F 2.10 2.65 -2.50  0.1459


[5]
Density functional theory data (wB97M-V/def2-TZVPD) for a molecular structure, C41H57CaN4O9SSe.

## Properties
Energy above the lowest of the compared OMol25 structures with the same formula, charge and spin in kcal/mol: 0.0
HOMO (alpha / beta) in eV: -4.494 / -4.654
Net charge: -1

Last column: Löwdin charge in e.
Element x y z (Å)
1 Ca 2.21 0.67 -1.85  1.3074
2 C -5.66 -3.77 2.05  -0.0440
3 C -5.07 -2.36 2.19  -0.5528
4 C -6.00 -1.38 1.49  -0.0588
5 C -5.00 -1.98 3.68  -0.0367
6 C -3.67 -2.35 1.60  -0.1435
7 C -3.29 -1.52 0.56  -0.0742
8 C -2.00 -1.58 0.04  -0.4492
9 Se -1.44 -0.34 -1.23  1.1297
10 C -0.76 2.89 -0.06  -0.2005
11 C -1.92 3.36 0.53  0.0261
12 C -2.17 3.08 1.86  -0.1826
13 C -1.22 2.31 2.55  0.0125
14 C -0.05 1.82 1.98  -0.0843
15 C 0.22 2.10 0.60  -0.3583
16 O 1.26 1.69 -0.04  -0.2589
17 C 0.94 0.98 2.78  -0.5231
18 C 0.98 -0.44 2.20  -0.0396
19 C 0.54 0.85 4.25  -0.0749
20 C 2.34 1.61 2.73  -0.0391
21 C -3.48 3.48 2.53  -0.5582
22 C -4.05 4.77 1.91  -0.0646
23 C -4.50 2.35 2.32  -0.0554
24 C -3.31 3.72 4.03  -0.0645
25 C -1.04 -2.57 0.52  -0.3731
26 O 0.06 -2.68 -0.06  -0.0223
27 C -1.43 -3.38 1.67  -0.0704
28 C -2.70 -3.24 2.14  0.0074
29 C -0.49 -4.37 2.39  -0.5281
30 C -0.33 -3.88 3.84  -0.0390
31 C -1.14 -5.76 2.39  -0.0487
32 C 0.91 -4.51 1.80  -0.0578
33 H -6.67 -3.79 2.47  0.0837
34 H -5.06 -4.52 2.57  0.0751
35 H -5.72 -4.06 1.00  0.0920
36 H -7.00 -1.44 1.94  0.0859
37 H -6.10 -1.61 0.43  0.0901
38 H -5.66 -0.35 1.59  0.0685
39 H -6.00 -2.00 4.11  0.0852
40 H -4.59 -0.98 3.81  0.0831
41 H -4.38 -2.68 4.25  0.0765
42 H -3.99 -0.81 0.13  0.0959
43 H -2.59 3.94 -0.08  0.1051
44 H -1.41 2.08 3.58  0.0828
45 H -0.01 -0.91 2.29  0.0783
46 H 1.70 -1.05 2.74  0.0868
47 H 1.24 -0.41 1.14  0.0600
48 H -0.43 0.35 4.37  0.0783
49 H 0.48 1.83 4.74  0.0850
50 H 1.29 0.26 4.78  0.0804
51 H 2.69 1.70 1.71  0.0436
52 H 3.04 1.00 3.30  0.0816
53 H 2.31 2.61 3.17  0.0903
54 H -4.30 4.64 0.86  0.0738
55 H -3.34 5.59 1.99  0.0918
56 H -4.97 5.05 2.43  0.0779
57 H -4.67 2.19 1.25  0.0858
58 H -5.46 2.57 2.79  0.0817
59 H -4.11 1.42 2.73  0.0709
60 H -2.53 4.45 4.22  0.0908
61 H -3.06 2.81 4.57  0.0713
62 H -4.25 4.10 4.45  0.0774
63 H -3.01 -3.84 2.98  0.0985
64 H -1.28 -3.84 4.37  0.0763
65 H 0.12 -2.89 3.87  0.0772
66 H 0.33 -4.57 4.39  0.0852
67 H -2.11 -5.77 2.88  0.0711
68 H -0.49 -6.46 2.92  0.0829
69 H -1.27 -6.12 1.37  0.0916
70 H 1.46 -3.57 1.81  0.0732
71 H 0.89 -4.87 0.77  0.0848
72 H 1.46 -5.24 2.41  0.0833
73 N 2.99 -1.57 -0.79  -0.0397
74 C 4.20 -2.05 -1.48  -0.1803
75 C 4.54 -1.33 -2.80  -0.6944
76 O 5.56 -1.71 -3.37  -0.0354
77 O 3.78 -0.38 -3.16  -0.1795
78 H 3.17 -1.49 0.21  0.0677
79 H 2.22 -2.22 -0.88  0.0463
80 H 4.15 -3.12 -1.70  0.1130
81 H 5.07 -1.90 -0.83  0.1051
82 O -0.46 3.13 -1.40  -0.0778
83 O -1.39 3.75 -2.07  -0.0378
84 O -0.46 -2.32 -2.93  0.0201
85 N 0.00 -1.59 -2.18  -0.1882
86 O 2.06 2.25 -3.62  -0.1036
87 C 1.13 1.55 -4.11  -0.6218
88 O 0.54 0.63 -3.48  -0.1838
89 C 0.73 1.81 -5.54  -0.1208
90 C -0.21 0.99 -6.15  -0.0182
91 C -0.57 1.22 -7.47  -0.0896
92 C 0.00 2.27 -8.18  -0.1060
93 C 0.94 3.09 -7.56  -0.0911
94 C 1.30 2.86 -6.24  -0.0207
95 H -0.65 0.18 -5.58  0.1123
96 H -1.31 0.58 -7.95  0.0954
97 H -0.29 2.45 -9.21  0.0927
98 H 1.38 3.91 -8.11  0.0948
99 H 2.03 3.48 -5.74  0.1122
100 S 4.82 1.48 -0.48  0.6105
101 C 5.76 1.53 -1.89  -0.8464
102 N 6.92 0.85 -1.95  0.0218
103 C 7.59 0.51 -3.19  -0.1772
104 C 7.44 1.67 -4.17  -0.1666
105 C 5.96 2.02 -4.28  -0.1673
106 N 5.41 2.27 -2.96  0.0304
107 H 7.07 0.26 -1.15  0.1119
108 H 7.14 -0.39 -3.61  0.0920
109 H 8.65 0.33 -2.97  0.1162
110 H 7.83 1.39 -5.14  0.1134
111 H 7.99 2.54 -3.81  0.1139
112 H 5.41 1.19 -4.75  0.1232
113 H 5.82 2.92 -4.88  0.1179
114 H 4.44 2.55 -2.97  0.1010